(1)
Entry from the Open Molecules 2025 dataset: a 5-piece molecular cluster, C4H19NO5 overall (ωB97M-V/def2-TZVPD).

As for the spin multiplicity: 1. As for the SMILES: CC(C)NCO.O.O.O.O. Its strongest force on any atom is 3.413 eV/A. As for the HOMO energy: -8.757 eV. The calculation puts the energy at -16182.469 eV. The value obtained for the energy relative to the best compared isomer or geometry (same formula, charge and spin) is 173.4 kJ/mol.

```
29
C4H19NO5 ωB97M-V/def2-TZVPD
C -0.520 -1.072 1.947
C -0.423 -2.126 0.786
C 0.863 -2.912 0.751
N -0.764 -1.541 -0.520
C 0.245 -0.557 -1.031
O 0.436 0.663 -0.316
H -0.211 -0.079 1.630
H -1.588 -1.004 2.203
H 0.040 -1.300 2.841
H -1.224 -2.840 1.029
H 0.730 -3.511 -0.167
H 1.821 -2.448 0.853
H 0.731 -3.872 1.289
H -1.671 -1.158 -0.733
H 1.173 -1.140 -1.203
H -0.039 -0.286 -2.051
H 1.226 0.627 0.250
H -2.456 0.298 -2.099
H -3.429 1.329 -1.618
O -3.266 0.374 -1.578
H -0.173 2.727 -1.953
H 0.961 1.723 -2.108
O 0.078 1.919 -2.419
H 3.837 0.612 0.880
H 3.249 1.164 -0.461
O 3.041 0.942 0.453
H -0.130 2.158 1.525
H 0.732 3.316 1.922
O -0.150 2.962 2.090
```

(2)
Entry from the Open Molecules 2025 dataset: a 6-piece molecular cluster, C4H19NO7 overall (ωB97M-V/def2-TZVPD).

As for the spin multiplicity: 1. As for the SMILES: CN[C@H](C)C(=O)O.O.O.O.O.O. Its strongest force on any atom is 4.052 eV/A. As for the HOMO energy: -9.435 eV. The calculation puts the energy at -20278.485 eV. The value obtained for the energy relative to the best compared isomer or geometry (same formula, charge and spin) is 190.5 kJ/mol.

```
31
C4H19NO7 ωB97M-V/def2-TZVPD
C 0.359 -1.225 -1.980
N 0.284 -1.265 -0.533
C -1.976 -2.401 -0.352
C -1.022 -1.219 0.095
C -1.787 0.022 -0.201
O -1.284 1.010 0.595
O -2.637 0.319 -0.997
H -0.312 -0.435 -2.396
H 0.105 -2.192 -2.493
H 1.402 -1.095 -2.313
H 0.922 -1.987 -0.195
H -2.519 -2.915 0.460
H -2.774 -1.922 -0.975
H -1.380 -3.234 -0.788
H -0.849 -1.276 1.212
H -1.634 1.900 0.720
H 2.552 -0.645 2.708
H 1.657 -1.186 3.810
O 2.094 -1.440 2.992
H 2.463 1.120 -0.236
H 1.085 0.852 0.491
O 1.690 1.536 0.166
H 1.084 3.120 1.148
H 2.125 4.211 1.325
O 1.177 4.051 1.404
H -2.606 -0.214 -3.225
H -2.110 0.563 -4.389
O -2.610 -0.242 -4.195
H 1.791 2.590 3.198
H 2.226 1.627 2.037
O 2.485 1.973 2.906
```

(3)
Entry from the Open Molecules 2025 dataset: C4H2 in the gas phase (ωB97M-V/def2-TZVPD).

As for the spin multiplicity: 1. As for the SMILES: C#CC#C. Its strongest force on any atom is 1.885 eV/A. As for the HOMO energy: -9.831 eV. The calculation puts the energy at -4176.424 eV. The value obtained for the energy relative to the best compared isomer or geometry (same formula, charge and spin) is 0.9 kJ/mol.

```
6
C4H2 ωB97M-V/def2-TZVPD
C -0.168 -0.140 0.651
C 0.131 0.162 -0.660
C -0.404 -0.414 1.808
C 0.417 0.423 -1.800
H -0.622 -0.668 2.800
H 0.645 0.638 -2.799
```